This record from OMol25 describes one molecule with the formula C4H7NO in a non-equilibrium geometry. The level of theory is ωB97M-V/def2-TZVPD.

Computed properties:
Spin multiplicity: 1
Strongest force on any atom in eV/A: 2.72
HOMO level in eV: -8.2
E in Eh: -286.460087
ΔE to the lowest compared entry with this formula, charge and spin in kJ/mol: 450.4
SMILES string: C[C@]1(N)[C@@H]2O[C@@H]21
Kohn-Sham gap in eV: 9.186

Bonds (Å) are listed after each position.
Atoms and positions in Å:
1 C -0.407 1.428 0.115  H4 1.090, H8 1.088, C10 1.505, H13 1.093
2 H -1.389 -1.661 -0.538  N5 1.012
3 H 1.015 -1.331 -1.613  C6 1.079
4 H -0.964 1.653 1.025  C1 1.090
5 N -1.275 -0.926 0.148  H2 1.012, C10 1.428, H12 1.015
6 C 0.939 -0.649 -0.781  H3 1.079, O7 1.719, C9 1.423, C10 1.481
7 O 2.152 0.258 0.032  C6 1.719, C9 1.365
8 H 0.541 1.962 0.134  C1 1.088
9 C 1.267 -0.610 0.603  C6 1.423, O7 1.365, C10 1.630, H11 1.078
10 C -0.151 -0.052 0.026  C1 1.505, N5 1.428, C6 1.481, C9 1.630
11 H 1.456 -1.342 1.372  C9 1.078
12 H -2.192 -0.497 0.220  N5 1.015
13 H -0.992 1.767 -0.743  C1 1.093

This record from OMol25 describes one molecule with the formula C4H7NO in a non-equilibrium geometry. The level of theory is ωB97M-V/def2-TZVPD.

Computed properties:
Spin multiplicity: 1
Strongest force on any atom in eV/A: 1.02
HOMO level in eV: -7.7
E in Eh: -286.437728
ΔE to the lowest compared entry with this formula, charge and spin in kJ/mol: 509.1
Kohn-Sham gap in eV: 7.794

Bonds (Å) are listed after each position.
Atoms and positions in Å:
1 C -0.432 0.253 -0.030  H4 1.099, O6 1.626, C11 1.515
2 H 1.139 1.855 -0.821  C13 1.092
3 H 1.003 -0.583 -1.487  O6 0.978
4 H -0.946 0.341 -0.998  C1 1.099
5 C -2.341 -0.560 1.041  N10 1.156, C11 1.467
6 O 1.021 -0.230 -0.575  C1 1.626, H3 0.978, C13 1.458
7 H 2.683 0.916 -1.027  C13 1.089
8 H -1.002 -1.919 0.169  C11 1.104
9 H 1.922 1.167 0.597  C13 1.088
10 N -3.417 -0.192 1.249  C5 1.156
11 C -0.968 -0.956 0.708  C1 1.515, C5 1.467, H8 1.104, H12 1.098
12 H -0.415 -1.118 1.642  C11 1.098
13 C 1.755 1.025 -0.469  H2 1.092, O6 1.458, H7 1.089, H9 1.088

This record from OMol25 describes one molecule with the formula C4H7NO in a non-equilibrium geometry. The level of theory is ωB97M-V/def2-TZVPD.

Computed properties:
Spin multiplicity: 1
Strongest force on any atom in eV/A: 1.43
HOMO level in eV: -9.8
E in Eh: -286.588218
ΔE to the lowest compared entry with this formula, charge and spin in kJ/mol: 114.0
SMILES string: C[C@H]1CN=CO1
Kohn-Sham gap in eV: 10.805

Bonds (Å) are listed after each position.
Atoms and positions in Å:
1 H -1.471 -0.195 -1.074  C2 1.101
2 C -0.647 -0.010 -0.368  H1 1.101, C9 1.530, C12 1.515, O13 1.442
3 H 0.100 1.388 1.003  C12 1.092
4 H -1.529 1.796 0.425  C12 1.089
5 N 1.420 -1.021 0.329  C9 1.536, C11 1.269
6 H -0.094 2.080 -0.608  C12 1.090
7 H 1.326 0.206 -1.472  C9 1.110
8 H 0.543 -1.663 2.153  C11 1.093
9 C 0.686 -0.515 -0.922  C2 1.530, N5 1.536, H7 1.110, H10 1.097
10 H 0.565 -1.415 -1.538  C9 1.097
11 C 0.479 -1.215 1.158  N5 1.269, H8 1.093, O13 1.401
12 C -0.552 1.418 0.128  C2 1.515, H3 1.092, H4 1.089, H6 1.090
13 O -0.823 -0.849 0.793  C2 1.442, C11 1.401